{
  "formula": "C5H5Br15",
  "method": "ωB97M-V/def2-TZVPD",
  "s2": 0.756,
  "charge": 1,
  "e_tot_ha": -38803.27244,
  "spin_multiplicity": 2,
  "species": ["C", "Br", "Br", "Br", "H", "C", "Br", "Br", "Br", "H", "C", "Br", "Br", "Br", "H", "C", "Br", "Br", "Br", "H", "C", "Br", "Br", "Br", "H"],
  "xyz": [[0.22, -0.10, 0.09], [0.63, -0.51, -1.81], [1.47, -1.18, 1.21], [-1.70, -0.43, 0.61], [0.39, 0.97, 0.14], [-2.58, 4.50, -0.57], [-3.80, 4.21, 0.98], [-3.43, 5.00, -2.24], [-1.45, 2.93, -0.91], [-1.98, 5.35, -0.24], [1.24, 3.23, 3.45], [-0.16, 2.74, 2.22], [1.86, 1.52, 4.25], [0.51, 4.32, 4.91], [2.04, 3.77, 2.95], [-2.25, -3.05, -2.22], [-2.68, -4.91, -1.72], [-3.79, -1.78, -1.88], [-1.54, -2.80, -4.07], [-1.42, -2.65, -1.63], [3.58, -4.15, -0.60], [3.33, -6.05, -0.16], [2.97, -3.78, -2.43], [5.48, -3.71, -0.37], [3.06, -3.43, 0.03]]
}

=====

{
  "formula": "C5H5Br2F3NO2PtTe",
  "method": "ωB97M-V/def2-TZVPD",
  "s2": 2.010,
  "charge": -1,
  "e_tot_ha": -6233.76945,
  "spin_multiplicity": 3,
  "species": ["Pt", "Br", "C", "Br", "H", "H", "C", "C", "N", "H", "H", "H", "F", "C", "F", "F", "C", "O", "O", "Te"],
  "xyz": [[0.17, -0.10, -0.02], [2.78, -0.66, 0.07], [3.31, -3.98, 0.31], [1.66, -4.65, -0.22], [3.35, -3.60, 1.32], [3.92, -3.57, -0.47], [2.80, 3.59, -0.06], [1.70, 2.65, -0.03], [0.86, 1.87, -0.05], [3.72, 3.03, 0.09], [2.70, 4.33, 0.73], [2.84, 4.10, -1.02], [-5.48, -0.96, 0.35], [-4.70, 0.04, -0.10], [-5.08, 0.29, -1.37], [-4.99, 1.13, 0.63], [-3.19, -0.29, -0.06], [-2.96, -1.54, 0.01], [-2.42, 0.65, -0.11], [-0.98, -2.33, 0.01]]
}

=====

{
  "formula": "C5H5Br2N2P",
  "method": "ωB97M-V/def2-TZVPD",
  "charge": 0,
  "e_tot_ha": -5792.27366,
  "species": ["C", "C", "C", "C", "C", "N", "N", "P", "Br", "Br", "H", "H", "H", "H", "H"],
  "xyz": [[-0.18, -0.71, -1.12], [1.04, 1.10, -1.63], [-0.77, 1.32, 0.01], [-1.00, 0.00, -0.22], [0.24, 1.91, -0.77], [0.68, -0.10, -1.89], [1.06, -0.61, 1.92], [0.38, -1.92, 2.08], [-2.21, -0.91, 1.03], [0.58, 3.77, -0.58], [-0.35, -1.72, -1.53], [1.86, 1.65, -2.09], [-1.47, 1.90, 0.60], [0.13, -2.87, 3.11], [0.04, -2.82, 1.07]]
}

=====

{
  "formula": "C5H5Br2N3O2",
  "method": "ωB97M-V/def2-TZVPD",
  "charge": 0,
  "e_tot_ha": -5656.16299,
  "species": ["C", "C", "C", "C", "C", "N", "N", "N", "O", "O", "Br", "Br", "H", "H", "H", "H", "H"],
  "xyz": [[0.73, 0.17, 1.10], [0.03, 0.61, -1.09], [-1.84, -0.70, 1.19], [-2.29, -0.33, -0.14], [2.51, 0.58, -0.47], [1.11, 0.62, -0.15], [-0.66, 0.06, 1.01], [-1.06, 0.38, -0.28], [1.45, -0.10, 2.02], [0.03, 0.90, -2.27], [-0.28, -3.27, -0.32], [-3.86, 0.80, -0.14], [-2.35, -0.68, 2.10], [-2.34, -1.00, -0.88], [2.91, -0.22, -1.05], [2.98, 1.48, -1.08], [2.94, 0.71, 0.45]]
}

=====

{
  "formula": "C5H5Br3N2OS2",
  "method": "ωB97M-V/def2-TZVPD",
  "charge": 0,
  "e_tot_ha": -8896.64968,
  "species": ["C", "C", "C", "C", "C", "N", "N", "O", "S", "S", "Br", "Br", "Br", "H", "H", "H", "H", "H"],
  "xyz": [[-0.33, 0.32, -0.40], [1.96, 0.56, -1.04], [1.39, -2.54, -0.61], [-1.79, 0.42, -0.22], [4.67, 0.47, -0.57], [0.50, -0.09, 0.45], [1.80, 0.01, 0.09], [0.58, -2.21, -1.37], [0.46, 0.90, -1.82], [3.47, 0.88, -1.83], [3.15, -3.05, -1.20], [1.17, -3.12, 1.20], [4.44, 1.53, 1.11], [-2.23, -0.42, 0.46], [-1.94, 1.45, 0.25], [-2.38, 0.50, -1.16], [4.62, -0.45, -0.21], [5.62, 0.68, -0.95]]
}

=====

{
  "formula": "C5H5BrF2",
  "method": "ωB97M-V/def2-TZVPD",
  "charge": 0,
  "e_tot_ha": -2967.09620,
  "species": ["C", "C", "C", "C", "C", "F", "F", "Br", "H", "H", "H", "H", "H"],
  "xyz": [[1.03, 0.45, 2.31], [1.02, 0.37, 0.97], [-0.40, 0.39, -1.04], [-0.20, 0.60, 0.26], [-1.34, -1.44, -1.88], [-1.10, -1.16, -3.16], [-0.41, -2.33, -1.54], [-1.74, 1.22, 1.24], [1.88, 0.26, 2.95], [0.06, 0.79, 2.78], [2.01, 0.04, 0.36], [-1.29, 0.74, -1.75], [0.49, 0.06, -1.50]]
}

=====

{
  "formula": "C5H5BrO",
  "method": "ωB97M-V/def2-TZVPD",
  "charge": 0,
  "e_tot_ha": -2842.66676,
  "species": ["C", "C", "C", "C", "C", "O", "Br", "H", "H", "H", "H", "H"],
  "xyz": [[-0.85, 1.27, 0.10], [2.42, -0.40, 0.25], [0.04, 0.19, -0.56], [1.17, -0.17, 0.00], [-1.58, -1.85, 0.33], [-2.26, -2.14, -0.48], [-2.79, 0.88, -0.01], [-0.95, 2.09, -0.56], [-0.71, 1.23, 1.17], [2.69, -1.02, 1.11], [3.23, 0.34, -0.03], [-0.40, -0.45, -1.33]]
}

=====

{
  "formula": "C5H5Cl",
  "method": "ωB97M-V/def2-TZVPD",
  "charge": 0,
  "e_tot_ha": -653.46086,
  "species": ["C", "C", "C", "C", "C", "Cl", "H", "H", "H", "H", "H"],
  "xyz": [[-1.11, -0.56, 1.38], [-2.05, -0.43, 2.21], [0.80, 1.14, -1.51], [0.82, 0.49, -0.33], [0.60, -0.89, -0.30], [-0.40, -1.63, -1.48], [-2.57, -0.36, 3.13], [1.03, 2.17, -1.72], [0.60, 0.57, -2.42], [1.28, 1.10, 0.54], [1.01, -1.60, 0.49]]
}

=====

{
  "formula": "C5H5Cl15",
  "method": "ωB97M-V/def2-TZVPD",
  "charge": 0,
  "e_tot_ha": -7095.72934,
  "species": ["C", "Cl", "Cl", "Cl", "H", "C", "Cl", "Cl", "Cl", "H", "C", "Cl", "Cl", "Cl", "H", "C", "Cl", "Cl", "Cl", "H", "C", "Cl", "Cl", "Cl", "H"],
  "xyz": [[0.57, 0.18, -0.16], [0.95, -1.39, 0.61], [1.86, 0.70, -1.19], [0.19, 1.29, 1.15], [-0.35, 0.03, -0.74], [2.61, -1.60, -1.86], [3.53, -2.73, -2.81], [3.30, -1.53, -0.23], [0.87, -2.07, -1.79], [2.79, -0.58, -2.18], [0.63, -1.11, 3.01], [-1.03, -0.85, 2.42], [0.66, -1.96, 4.54], [1.49, 0.43, 3.11], [1.11, -1.79, 2.30], [-0.48, 3.06, -1.27], [-1.70, 4.32, -1.70], [1.03, 3.31, -2.23], [-1.15, 1.40, -1.64], [-0.25, 3.17, -0.21], [-3.29, -0.54, 0.13], [-3.35, -1.04, 1.80], [-1.79, 0.24, -0.40], [-4.67, 0.51, -0.22], [-3.53, -1.44, -0.44]]
}

=====

Calculated max |F|, 1.90 0.23 4.21 4.24 4.57 3.28 3.61 5.34 18.13 eV Å⁻¹ (same order as the records).